(1)
# C3H6ClN2

The ion C3H6ClN2 with charge +1 (the ωB97M-V functional and the def2-TZVPD basis, the OMol25 dataset).

Output
Kohn-Sham gap = 10.6885 eV
LUMO = -4.32 eV
SMILES = ClC1=[NH+]CCN1
2S+1 = 1
Net charge = +1

The geometry in XYZ format:
```
12
C3H6ClN2 the ωB97M-V functional and the def2-TZVPD basis
Cl 1.6028 1.8392 -1.7456
C 0.6731 0.7855 -0.7752
N 0.4602 1.0328 0.5766
C -0.3025 -0.0066 1.1754
C -0.5925 -1.0234 -0.0850
N -0.0205 -0.2829 -1.1783
H 1.1464 1.6350 0.9546
H -1.1523 0.1878 1.7067
H 0.2536 -0.6576 1.8020
H -0.0817 -2.0745 0.0750
H -1.7011 -1.1383 -0.3827
H -0.2856 -0.2970 -2.1235
```

Atomic partial charges in e from the Löwdin method, atoms 1 to 5: number 1, Cl, carries 0.86; number 2, C, carries -0.65; number 3, N, carries 0.07; number 4, C, carries -0.08; number 5, C, carries -0.07

=====

(2)
# C15H7N3O5Sr

A structure of composition C15H7N3O5Sr (the ωB97M-V functional and the def2-TZVPD basis, the OMol25 dataset).

Output
Kohn-Sham gap = 4.7468 eV
LUMO = -9.42 eV
2S+1 = 1
Net charge = +2

The geometry in XYZ format:
```
31
C15H7N3O5Sr the ωB97M-V functional and the def2-TZVPD basis
O 3.9960 4.8669 -4.8034
C 3.4449 4.2105 -4.1076
Sr 1.9702 2.4465 -2.2370
O 4.8256 1.8194 -0.4934
C 3.9379 2.1100 -1.1704
C 0.0964 2.9121 -3.4466
O -0.9377 3.0237 -3.9287
C 2.4444 0.7293 -3.6458
O 2.5820 -0.2493 -4.2263
C 1.5907 4.2910 -0.9752
O 1.3016 5.0937 -0.1924
N -4.4561 -5.3530 3.3041
C -3.7817 -4.5726 2.8939
C -2.8829 -3.5267 2.3548
C -2.5145 -3.5118 1.0008
C -1.6762 -2.5191 0.4975
C -1.1753 -1.5154 1.3335
C -1.5360 -1.5302 2.6944
C -2.3852 -2.5240 3.1967
N -0.3418 -0.5095 0.8203
C 0.3417 0.5177 1.6088
C 0.9995 1.3120 0.7741
N 0.7974 0.8642 -0.5762
C 0.0212 -0.1949 -0.4980
H -2.9065 -4.3032 0.3404
H -1.4110 -2.5407 -0.5663
H -1.1837 -0.7674 3.4015
H -2.6728 -2.5244 4.2643
H 0.2461 0.5414 2.7080
H 1.6135 2.1930 1.0219
H -0.3476 -0.7892 -1.3479
```

Atomic partial charges in e from the Löwdin method, atoms 1 to 5: number 1, O, carries 0.17; number 2, C, carries 0.02; number 3, Sr, carries 1.07; number 4, O, carries 0.20; number 5, C, carries -0.08

=====

(3)
# C9H11N3

The ion C9H11N3 with charge +2 (the ωB97M-V functional and the def2-TZVPD basis, the OMol25 dataset).

Output
Kohn-Sham gap (alpha / beta) = 5.4197 / 5.4167 eV
LUMO (alpha / beta) = -10.78 / -10.78 eV
2S+1 = 1
Net charge = +2

The geometry in XYZ format:
```
23
C9H11N3 the ωB97M-V functional and the def2-TZVPD basis
C -1.9523 -1.2405 1.1742
C -0.6204 -1.4680 0.7618
C -2.6363 -0.1573 0.7346
C 0.0354 -0.6597 -0.1521
C -0.8265 0.3265 -0.5718
C -2.0806 0.7351 -0.3265
C 1.4605 -0.9876 -0.4901
C 2.4256 0.9929 0.5566
C -2.8981 1.8586 -0.8006
N 2.5012 -0.2223 -0.1079
N 1.7770 -2.0680 -1.1360
N 3.5113 1.6811 0.7099
H -2.4568 -1.9005 1.9283
H -0.0922 -2.2381 1.3014
H -3.6095 0.1178 1.1951
H -3.9742 1.9496 -0.7130
H -2.4052 2.9122 -0.6327
H -2.9590 1.9341 -1.8488
H 3.3696 -0.3924 -0.4536
H 1.0153 -2.5317 -1.5967
H 2.6963 -2.4894 -1.0674
H 3.3436 2.6163 1.0523
H 4.3754 1.2314 0.4828
```

Atomic partial charges in e from the Löwdin method, atoms 1 to 5: number 1, C, carries -0.01; number 2, C, carries 0.03; number 3, C, carries 0.07; number 4, C, carries -0.11; number 5, C, carries 0.36

=====

(4)
# C4H3CuMgO

A structure of composition C4H3CuMgO (the ωB97M-V functional and the def2-TZVPD basis, the OMol25 dataset).

Output
Kohn-Sham gap (alpha / beta) = 4.8342 / 8.4621 eV
LUMO (alpha / beta) = -5.40 / -5.34 eV
2S+1 = 2
Net charge = +1

The geometry in XYZ format:
```
10
C4H3CuMgO the ωB97M-V functional and the def2-TZVPD basis
C 1.1716 1.1653 -1.3712
C 0.7567 1.2881 -2.5210
H 0.3544 1.4590 -3.5092
Cu -0.3644 -0.8335 -1.3444
O 0.8234 -0.4515 2.2326
C -0.3268 -0.6617 1.9341
C -1.2913 -0.7761 1.0135
Mg 2.1012 0.7876 0.8987
H -1.1091 -1.9188 1.7059
H -2.1156 -0.0584 0.9611
```

Atomic partial charges in e from the Löwdin method, atoms 1 to 5: number 1, C, carries -0.25; number 2, C, carries -0.10; number 3, H, carries 0.03; number 4, Cu, carries 0.50; number 5, O, carries -0.07

=====

Relative energy (zero: lowest compared OMol25 entry of this formula, charge and spin) across the listed records, respectively: 50.46; 409.35; 333.71; 15.48 kJ/mol.